[1]
C4H8F7MgNO6S2V | ωB97M-V/def2-TZVPD

The geometry in XYZ format:
```
30
Properties=species:S:1:pos:R:3:forces:R:3
Mg 29.3132 16.5852 11.0420 -0.30 0.31 0.32
V 26.8685 13.5296 11.2237 0.35 1.43 1.00
C 31.3169 18.2110 13.8697 -0.53 0.39 0.11
F 32.5677 17.8616 13.9559 0.15 -0.13 -0.14
F 30.9798 19.0141 14.8587 0.02 -0.21 -0.04
F 31.0690 18.8398 12.7045 0.24 -0.02 -0.13
S 30.1744 16.7483 13.8748 -0.88 0.80 -0.38
O 30.3436 16.0147 15.0642 0.46 -0.48 0.07
O 28.8451 17.2698 13.6304 -0.32 0.49 -1.15
N 30.5283 16.0425 12.3821 1.67 -0.58 2.35
S 31.2985 14.6409 12.7500 0.33 -1.99 0.46
O 32.3635 14.8110 13.6612 0.57 0.63 0.14
O 30.3125 13.6500 13.0895 -0.69 -0.04 -0.83
C 32.1657 13.9930 11.2168 0.69 0.58 0.46
F 33.4125 14.4302 11.2458 -0.37 0.42 -0.47
F 32.2153 12.6869 11.2878 -0.64 -0.24 -0.20
F 31.5401 14.4015 10.0931 0.03 -0.21 0.02
F 28.0711 15.1414 11.0343 -1.07 -0.92 -0.40
C 29.4496 16.6154 8.2974 -0.11 -0.16 -1.30
O 30.3388 16.8314 9.4187 -0.61 0.24 -0.84
H 28.4445 16.3561 8.6361 0.06 0.14 0.27
H 29.3946 17.4905 7.6513 -0.10 0.21 0.31
H 29.7882 15.8043 7.6509 0.20 -0.15 0.35
H 31.1499 17.2041 9.0479 0.22 0.00 0.56
C 25.7619 15.6977 13.2986 -0.28 0.18 0.49
O 25.4826 14.4468 12.5293 0.53 0.40 -0.41
H 24.8416 16.2768 13.3260 -0.03 -0.06 -0.10
H 26.0260 15.4225 14.3151 0.17 -0.11 -0.08
H 26.5337 16.3041 12.8406 0.17 -0.35 -0.18
H 24.5172 14.3878 12.5585 0.06 -0.55 -0.24
```
Positions in Å, forces in eV/Å.

- charge = +2
- E_LUMO (spin up / spin down) (hartree) = -0.371 / -0.351
- HOMO-LUMO gap (spin up / spin down) (eV) = 6.3077 / 6.8475
- HOMO energy (spin up / spin down) (eV) = -16.4 / -16.4
- 2S+1 = 4



[2]
C49H34CoF15GeN3OSSb | ωB97M-V/def2-TZVPD

The geometry in XYZ format:
```
106
Properties=species:S:1:pos:R:3:forces:R:3
Co -1.3640 -0.0164 -0.5183 0.33 0.25 0.39
C -0.2817 2.8980 -1.5661 -0.03 -0.06 0.00
N -1.3478 1.9241 -1.3259 -0.28 0.03 -0.17
C -2.5231 2.2257 -1.7585 0.02 -0.16 0.03
C -3.5722 1.2648 -1.6409 0.18 0.02 -0.09
C -4.8540 1.1814 -2.1857 -0.01 0.00 0.02
C -5.2947 -0.1206 -1.9170 -0.01 0.02 -0.01
C -4.2546 -0.7544 -1.2282 0.04 -0.02 -0.01
N -3.2187 0.0784 -1.0581 -0.21 0.00 0.10
C -0.1591 3.9849 -0.5200 0.04 -0.01 0.04
C -1.1104 4.9938 -0.3932 -0.03 -0.01 0.02
C -0.9691 5.9890 0.5616 0.00 0.00 -0.01
C 0.1379 6.0014 1.4002 0.00 -0.01 0.00
C 1.0997 5.0108 1.2725 0.00 0.02 0.00
C 0.9465 4.0115 0.3211 0.03 0.00 -0.06
H -0.4437 3.3572 -2.5477 0.01 0.05 0.01
H 0.6594 2.3512 -1.6067 -0.01 -0.01 -0.01
H -2.7197 3.1751 -2.2595 0.02 0.00 -0.04
H -5.3822 1.9630 -2.7097 -0.01 0.01 0.00
H -6.2472 -0.5561 -2.1755 -0.01 0.00 0.00
H -4.2114 -1.7723 -0.8740 -0.02 0.00 0.03
H -1.9742 5.0080 -1.0468 -0.02 -0.03 0.00
H -1.7244 6.7596 0.6506 -0.01 0.01 0.00
H 0.2469 6.7777 2.1468 0.00 0.00 0.01
H 1.9692 5.0072 1.9197 0.01 0.00 0.00
H 1.6898 3.2310 0.2262 0.03 -0.03 0.00
C -1.5915 -1.6625 0.6327 -0.06 -0.30 -0.11
C -2.4186 -1.4410 1.8351 0.04 0.09 -0.01
C -3.7406 -1.8891 1.9709 0.01 -0.05 0.01
C -4.4849 -1.6375 3.1067 0.01 0.01 -0.01
C -3.9290 -0.9291 4.1719 0.01 -0.02 -0.01
C -2.6092 -0.4842 4.0735 -0.01 0.01 -0.02
C -1.8855 -0.7398 2.9292 -0.06 0.04 0.01
C -4.6962 -0.6749 5.3544 -0.03 0.00 0.02
N -5.3152 -0.4743 6.3043 -0.01 0.00 0.01
H -1.9770 -2.4983 0.0370 -0.12 0.07 -0.01
H -0.5852 -1.9391 0.9513 0.02 -0.02 -0.05
H -4.1887 -2.4669 1.1745 0.00 0.01 -0.04
H -5.5034 -1.9972 3.1785 0.00 0.01 0.02
H -2.1600 0.0576 4.8966 0.00 0.00 0.01
H -0.8691 -0.3801 2.8633 0.00 0.02 -0.01
C 1.6143 1.8432 -6.5288 0.08 -0.06 -0.02
Sb 0.8042 0.9996 -4.7136 -0.15 0.07 0.04
C 2.5881 1.3192 -3.5690 0.02 0.02 0.00
C 1.2906 -1.0302 -5.2281 0.04 -0.02 -0.01
H 2.6327 1.4908 -6.6951 0.01 0.00 -0.01
H 1.6222 2.9305 -6.4560 0.00 0.01 0.00
H 0.9960 1.5607 -7.3808 -0.01 0.00 -0.01
H 3.4524 0.9421 -4.1169 0.00 -0.01 0.00
H 2.4985 0.8096 -2.6102 0.01 -0.02 0.00
H 2.7202 2.3849 -3.3797 0.00 0.01 -0.01
H 2.3079 -1.0781 -5.6177 0.00 0.00 -0.01
H 0.6011 -1.4082 -5.9833 -0.01 -0.01 0.00
H 1.2212 -1.6596 -4.3411 -0.01 0.01 0.02
C -2.5087 -1.6617 -4.3036 0.01 0.00 0.02
C -1.5025 -1.8817 -3.2063 -0.05 0.08 0.08
O -1.0394 -0.9305 -2.6069 0.06 -0.08 -0.23
C -1.0823 -3.2677 -2.8513 0.00 0.04 -0.02
C -1.7016 -4.3874 -3.4004 0.01 -0.01 0.01
C -1.2847 -5.6598 -3.0402 0.01 0.01 0.00
C -0.2388 -5.8131 -2.1408 -0.01 -0.02 -0.02
C 0.3875 -4.6982 -1.5978 -0.01 0.01 0.02
C -0.0361 -3.4261 -1.9433 0.01 -0.03 0.01
H -2.6144 -0.5913 -4.4624 -0.01 0.00 -0.01
H -3.4758 -2.0655 -3.9958 -0.01 0.01 0.01
H -2.2070 -2.1620 -5.2256 0.01 0.00 0.00
H -2.5159 -4.2692 -4.1031 -0.01 0.00 0.00
H -1.7735 -6.5293 -3.4604 0.00 0.00 0.00
H 0.0897 -6.8061 -1.8600 0.00 0.00 0.00
H 1.2038 -4.8225 -0.8999 0.03 0.01 0.05
H 0.4302 -2.5464 -1.5132 -0.01 0.01 0.01
F 4.3287 -1.4403 3.0209 0.04 0.01 -0.02
C 4.7353 -0.5748 2.0802 -0.01 0.00 0.01
C 3.8192 0.1976 1.3813 0.05 -0.04 0.04
C 4.3647 1.0845 0.4664 -0.01 0.01 0.00
F 3.5826 1.9148 -0.2340 -0.03 0.02 0.02
C 5.7259 1.1914 0.2342 0.01 0.00 0.00
F 6.2013 2.0659 -0.6573 0.00 -0.01 0.01
C 6.6002 0.3892 0.9417 0.01 0.00 0.00
F 7.9149 0.4799 0.7345 -0.04 0.00 0.00
C 6.1021 -0.4988 1.8769 -0.01 0.01 -0.02
F 6.9432 -1.2669 2.5764 0.00 0.01 -0.01
Ge 1.8442 0.0101 1.5819 -0.04 -0.12 -0.14
S 0.9733 -0.0343 -0.3675 0.13 0.11 0.06
C 1.5736 -1.6977 2.5722 0.03 -0.01 0.07
C 1.8316 -2.8893 1.9133 0.01 -0.02 0.02
F 2.4031 -2.8751 0.6994 -0.02 0.00 -0.02
C 1.5594 -4.1277 2.4621 0.02 0.00 -0.02
F 1.8407 -5.2534 1.7954 -0.02 0.01 -0.03
C 1.0079 -4.2033 3.7287 0.00 0.02 0.00
F 0.7395 -5.3903 4.2723 0.01 0.02 -0.01
C 0.7663 -3.0412 4.4347 0.04 0.00 0.00
F 0.2653 -3.1048 5.6697 0.00 0.00 -0.01
C 1.0702 -1.8207 3.8545 0.00 0.02 0.04
F 0.8582 -0.7367 4.6204 -0.06 -0.02 -0.04
C 1.2805 1.4563 2.8127 -0.02 0.06 0.03
C 2.0901 1.8100 3.8803 0.02 -0.02 -0.02
F 3.2398 1.1449 4.0927 -0.02 0.03 0.03
C 1.7630 2.8036 4.7809 -0.01 -0.01 -0.01
F 2.5766 3.1130 5.7958 0.00 0.00 0.00
C 0.5605 3.4742 4.6310 0.00 0.01 0.01
F 0.2272 4.4416 5.4855 0.01 -0.02 -0.02
C -0.2866 3.1421 3.5920 -0.01 0.00 0.00
F -1.4372 3.7951 3.4424 0.01 -0.01 0.01
C 0.0847 2.1479 2.6997 0.01 0.00 -0.01
F -0.7733 1.8893 1.7129 0.01 -0.02 0.02
```
Positions in Å, forces in eV/Å.

- charge = -1
- E_LUMO (spin up / spin down) (hartree) = 0.075 / 0.074
- HOMO-LUMO gap (spin up / spin down) (eV) = 7.3075 / 7.2835
- HOMO energy (spin up / spin down) (eV) = -5.3 / -5.3
- ΔE to the lowest compared entry with this formula, charge and spin (kJ/mol) = 0.00
- 2S+1 = 2



[3]
CF4O3PPt | ωB97M-V/def2-TZVPD

The geometry in XYZ format:
```
10
Properties=species:S:1:pos:R:3:forces:R:3
C -1.2061 -1.6345 0.3001 1.18 -3.66 3.44
O -0.7415 0.2935 -0.6467 2.85 -2.12 -0.76
O -0.1358 -1.6540 0.8696 -2.44 0.97 -2.01
O -2.2736 -2.0593 0.0948 0.83 1.73 -0.99
Pt -1.4482 1.9475 -0.0170 -6.99 4.30 -0.92
P 0.7814 0.4488 -0.2176 4.02 -0.75 -1.47
F 1.6113 1.5446 -1.0203 -1.15 -0.64 0.72
F 0.2694 1.7580 0.8295 3.99 -0.92 1.88
F 1.7330 0.0532 0.9840 -1.07 0.30 -1.04
F 1.4100 -0.6979 -1.1763 -1.22 0.79 1.13
```
Positions in Å, forces in eV/Å.

- charge = 0
- E_LUMO (spin up / spin down) (hartree) = 0.004 / -0.110
- HOMO-LUMO gap (spin up / spin down) (eV) = 8.4523 / 8.5763
- HOMO energy (spin up / spin down) (eV) = -8.3 / -11.6
- ΔE to the lowest compared entry with this formula, charge and spin (kJ/mol) = 45.56
- 2S+1 = 4